{"formula": "C3H7O2S", "method": "wB97M-V/def2-TZVPD", "elements": ["O", "C", "C", "C", "S", "H", "H", "H", "H", "H", "H", "H", "O"], "coordinates": [[1.80013, -2.04088, -0.66996], [1.13985, -1.15034, -0.27058], [0.38726, -1.12603, 0.96291], [0.18599, 0.27459, 1.52917], [-0.89758, 1.31759, 0.38696], [0.70817, -0.55634, -1.12386], [0.94376, -1.67821, 1.67123], [-0.57903, -1.60582, 0.74892], [1.15508, 0.62322, 1.90594], [-0.49272, 0.20572, 2.44765], [-1.15238, 2.14039, -1.83123], [-1.84192, 1.41178, -2.94312], [-1.35661, 2.18433, -2.81401]], "lowdin_charge": [0.03, -0.36, -0.31, -0.70, 0.18, 0.11, 0.09, 0.12, 0.05, 0.04, -0.08, -0.03, -0.13], "gap_ev": 6.9, "de_lowest_kj_mol": 159.7, "total_charge": -1, "e_tot_ev": -18154.959, "homo_energy_ha": -0.10939}

{"formula": "C5H7F3N2", "method": "wB97M-V/def2-TZVPD", "elements": ["C", "C", "C", "C", "C", "N", "N", "F", "F", "F", "H", "H", "H", "H", "H", "H", "H"], "coordinates": [[-1.66348, -0.66822, 0.23158], [-0.27741, -1.31684, -0.01059], [-1.56412, 0.82413, -0.15942], [0.56336, -0.09471, -0.23230], [2.04139, -0.21250, -0.07709], [0.34377, 2.28235, -0.00533], [-0.10691, 1.07108, -0.15681], [2.62699, 0.47198, 0.95623], [2.33386, -1.51420, 0.06887], [2.74843, 0.14427, -1.14805], [-2.38393, -1.13186, -0.25530], [-2.02707, -0.58346, 1.31940], [-0.04589, -1.96747, 0.83957], [-0.06216, -1.93228, -0.91978], [-1.89040, 0.86953, -1.22170], [-1.97743, 1.38165, 0.61045], [1.34101, 2.37658, 0.16030]], "lowdin_charge": [-0.13, -0.11, -0.08, -0.13, -0.57, 0.10, -0.19, 0.11, 0.13, 0.14, 0.05, 0.14, 0.12, 0.13, 0.15, 0.10, 0.05], "gap_ev": [8.7, 8.7], "de_lowest_kj_mol": 177.9, "total_charge": 0, "e_tot_ev": -16428.667, "homo_energy_ha": [-0.29956, -0.29952]}

{"formula": "C45H55BKN9O2PS3", "method": "wB97M-V/def2-TZVPD", "elements": ["K", "C", "C", "C", "C", "N", "C", "C", "N", "B", "N", "C", "C", "N", "C", "S", "C", "C", "C", "C", "N", "C", "C", "N", "C", "S", "C", "C", "C", "C", "C", "S", "H", "H", "H", "H", "H", "H", "H", "H", "H", "H", "H", "H", "H", "H", "H", "H", "H", "H", "H", "H", "H", "H", "H", "H", "H", "H", "H", "H", "H", "H", "H", "H", "H", "H", "O", "C", "C", "C", "C", "C", "C", "C", "P", "C", "C", "C", "C", "C", "C", "C", "C", "C", "C", "C", "C", "H", "H", "H", "H", "H", "H", "H", "H", "H", "H", "H", "H", "H", "H", "C", "N", "C", "C", "C", "N", "C", "O", "N", "H", "H", "H", "H", "H", "H", "H"], "coordinates": [[0.53312, -1.50985, -0.09824], [3.33168, 3.17070, -3.44459], [1.99291, 3.79961, -3.04262], [0.90230, 3.26536, -3.96596], [2.03099, 5.32371, -3.21902], [1.78388, 3.50769, -1.60269], [2.62443, 4.08949, -0.65758], [2.33198, 3.55009, 0.53451], [1.32074, 2.63441, 0.35888], [0.87998, 1.59797, 1.42296], [2.10152, 1.29530, 2.32848], [2.26438, 1.66302, 3.64322], [3.40369, 1.11503, 4.09476], [3.95283, 0.37140, 3.05739], [3.15525, 0.52636, 1.95260], [3.42643, 0.01728, 0.35652], [5.23106, -0.36169, 3.23810], [6.37342, 0.63739, 3.03362], [5.40037, -1.54147, 2.28328], [5.26033, -0.92536, 4.66451], [-0.25038, 2.19276, 2.28577], [-0.66996, 3.50008, 2.26270], [-1.67703, 3.63724, 3.14374], [-1.90982, 2.38979, 3.71860], [-0.99073, 1.50563, 3.20475], [-0.69149, -0.10481, 3.62302], [-2.82583, 2.18493, 4.86739], [-1.99571, 2.26633, 6.14803], [-3.57298, 0.84941, 4.80033], [-3.88977, 3.28384, 4.84011], [0.98614, 2.58866, -0.95898], [-0.20330, 1.57802, -1.61160], [3.53355, 3.36302, -4.50007], [4.15682, 3.57491, -2.85616], [3.29594, 2.09228, -3.28381], [1.15551, 3.59026, -4.97831], [0.83451, 2.18308, -3.94218], [-0.07801, 3.66102, -3.70693], [2.15291, 5.55605, -4.27759], [1.09465, 5.76621, -2.87571], [2.85506, 5.79511, -2.68457], [3.36569, 4.81894, -0.92313], [2.78391, 3.71208, 1.49870], [0.57256, 0.63222, 0.80831], [1.53285, 2.25826, 4.15952], [3.84983, 1.16633, 5.06872], [6.35641, 1.01464, 2.01002], [6.27749, 1.48167, 3.71964], [7.33567, 0.15369, 3.21119], [5.48935, -1.22344, 1.25212], [6.30768, -2.07385, 2.57792], [4.55686, -2.22903, 2.35007], [5.36341, -0.15022, 5.42375], [4.35682, -1.50127, 4.86714], [6.11970, -1.58870, 4.76324], [-0.24471, 4.22091, 1.58608], [-2.26721, 4.50248, 3.37624], [-1.24089, 1.47814, 6.14645], [-1.49771, 3.23590, 6.21990], [-2.63350, 2.13498, 7.02413], [-2.90698, 0.00584, 4.92798], [-4.32741, 0.84280, 5.58963], [-4.09111, 0.73759, 3.84490], [-3.47812, 4.28090, 5.00407], [-4.43287, 3.27304, 3.89308], [-4.59787, 3.09627, 5.64631], [-0.65858, -3.27985, 0.97540], [0.06037, -4.18309, 0.49871], [-0.74164, -5.27154, -0.24267], [-0.68611, -6.56856, 0.26813], [-1.30803, -7.62277, -0.37809], [-1.94981, -7.40197, -1.59027], [-1.97544, -6.12725, -2.13608], [-1.38948, -5.05019, -1.47042], [-1.51028, -3.33210, -2.10638], [-2.61920, -3.48010, -3.53884], [-3.94643, -3.11357, -3.32758], [-4.87064, -3.20851, -4.35793], [-4.47141, -3.64685, -5.61148], [-3.14372, -3.98636, -5.83668], [-2.22176, -3.90390, -4.80534], [0.11369, -3.06532, -2.91119], [1.19132, -3.94263, -2.81795], [2.42281, -3.59966, -3.36177], [2.58980, -2.38431, -4.00625], [1.52222, -1.49861, -4.09531], [0.29663, -1.82953, -3.54247], [-0.14217, -6.73556, 1.19253], [-1.28540, -8.61694, 0.05378], [-2.42234, -8.22298, -2.11729], [-2.47248, -5.96759, -3.08427], [-4.23520, -2.71257, -2.36414], [-5.89843, -2.91358, -4.18589], [-5.19134, -3.70854, -6.41892], [-2.82535, -4.31404, -6.81934], [-1.18559, -4.16858, -4.98182], [1.07012, -4.88663, -2.30176], [3.25726, -4.28434, -3.26836], [3.55292, -2.11388, -4.42203], [1.64803, -0.53557, -4.57570], [-0.51974, -1.11346, -3.57602], [-3.53499, 3.10620, -2.26423], [-3.53300, 1.94505, -1.39403], [-3.42884, 2.11245, -0.05528], [-3.27637, 1.06396, 0.77395], [-3.12810, -0.22835, 0.15947], [-3.21901, -0.40239, -1.14536], [-3.41071, 0.65745, -1.97772], [-3.48187, 0.55967, -3.19369], [-2.90822, -1.28931, 0.96653], [-4.20925, 3.86505, -1.86548], [-3.87166, 2.78713, -3.24593], [-2.52219, 3.50890, -2.35148], [-3.46746, 3.13616, 0.29691], [-3.18177, 1.19715, 1.83696], [-2.61653, -1.07638, 1.91251], [-2.42584, -2.11231, 0.60792]], "lowdin_charge": [0.53, -0.02, -0.55, -0.09, -0.04, 0.00, -0.06, -0.07, 0.02, -0.71, 0.03, -0.08, -0.06, 0.00, -0.68, 0.62, -0.55, -0.03, -0.08, -0.05, 0.05, -0.05, -0.06, -0.01, -0.73, 0.68, -0.56, -0.03, -0.07, -0.06, -0.67, 0.71, 0.08, 0.08, 0.09, 0.08, 0.03, 0.07, 0.08, 0.09, 0.07, 0.11, 0.12, 0.01, 0.12, 0.11, 0.08, 0.08, 0.08, 0.02, 0.08, 0.09, 0.07, 0.10, 0.08, 0.12, 0.10, 0.07, 0.08, 0.09, 0.02, 0.08, 0.08, 0.07, 0.09, 0.09, -0.31, -0.27, -0.26, -0.07, -0.11, -0.11, -0.09, -0.32, 1.11, -0.38, -0.09, -0.09, -0.10, -0.10, -0.09, -0.41, -0.08, -0.08, -0.10, -0.09, -0.12, 0.10, 0.09, 0.09, 0.09, 0.09, 0.10, 0.09, 0.10, 0.11, 0.10, 0.10, 0.10, 0.10, 0.10, -0.04, -0.07, -0.08, -0.01, -0.38, 0.18, -0.55, 0.01, 0.18, 0.08, 0.08, 0.07, 0.12, 0.07, 0.04, 0.06], "gap_ev": 5.4, "de_lowest_kj_mol": 13.1, "total_charge": -1, "e_tot_ev": -123867.215, "homo_energy_ha": -0.12033}

{"formula": "C3H3N3O", "method": "wB97M-V/def2-TZVPD", "elements": ["C", "C", "C", "N", "N", "N", "O", "H", "H", "H"], "coordinates": [[-1.08110, -1.29260, -0.06586], [-1.49663, 1.00225, 0.14488], [0.85222, 0.38569, 0.13920], [-1.29525, -2.40048, -0.29666], [-2.22092, 1.90377, 0.03572], [-0.65794, -0.03367, 0.22768], [1.65045, -0.10138, -0.92732], [1.37935, -0.08076, 1.15151], [0.88769, 1.50126, 0.19578], [1.98215, -0.88408, -0.60493]], "lowdin_charge": [-0.25, -0.29, -0.14, 0.18, 0.17, -0.04, 0.01, 0.18, 0.14, 0.04], "gap_ev": 10.9, "de_lowest_kj_mol": 261.8, "total_charge": 0, "smiles": "N#CN(C#N)CO", "e_tot_ev": -9674.741, "homo_energy_ha": -0.39224}

{"formula": "C10H29CuNO8P", "method": "wB97M-V/def2-TZVPD", "elements": ["Cu", "P", "O", "O", "O", "O", "C", "C", "O", "H", "H", "H", "H", "H", "H", "C", "C", "O", "H", "H", "H", "H", "H", "H", "C", "C", "O", "H", "H", "H", "H", "H", "H", "C", "C", "C", "O", "C", "N", "H", "H", "H", "H", "H", "H", "H", "H", "H", "H", "H"], "coordinates": [[1.32474, 0.35590, 0.33843], [3.70754, 1.09551, -0.70202], [3.05365, 1.71658, 0.59588], [3.30628, 2.02639, -1.86257], [3.18268, -0.37091, -0.84333], [5.23904, 1.14764, -0.59351], [1.65933, -2.95943, 2.99150], [2.43288, -2.94551, 1.70323], [1.88105, -1.94514, 0.84952], [1.85452, -2.05470, 3.57586], [2.08219, -3.68511, 3.69807], [0.60231, -3.09688, 2.78278], [2.40782, -3.91297, 1.18181], [3.49802, -2.69480, 1.75320], [2.54736, -1.61329, 0.18112], [-0.71430, -1.41862, -2.79728], [0.76434, -1.80120, -2.67326], [1.54323, -0.68446, -3.02412], [-1.30713, -2.17101, -2.26088], [-0.96224, -1.44480, -3.86232], [-0.98815, -0.44543, -2.39913], [1.07878, -2.65694, -3.28039], [0.97509, -2.09227, -1.63653], [2.19486, -0.48654, -2.28660], [0.21325, 3.95844, -2.06352], [0.07209, 2.46650, -2.38275], [0.91903, 1.73761, -1.53000], [-0.25162, 4.57327, -2.84639], [1.23505, 4.32064, -1.93020], [-0.20464, 4.21399, -1.08158], [0.43089, 2.25630, -3.39654], [-0.97854, 2.18114, -2.28896], [1.90590, 2.03846, -1.69899], [-1.44283, -1.12815, 0.82197], [-1.71858, 0.36650, 0.83812], [-3.12616, 0.71047, 1.32756], [-3.30743, 0.25762, 2.66232], [-4.65345, 0.39161, 3.06624], [-0.66925, 1.14238, 1.53584], [-0.46028, -1.39355, 0.43319], [-2.27135, -1.65434, 0.33827], [-1.46855, -1.54965, 1.83581], [-1.73567, 0.68369, -0.21028], [-3.82331, 0.19483, 0.65173], [-3.32007, 1.78798, 1.28450], [-5.34288, -0.11649, 2.38248], [-4.89815, 1.45952, 3.09466], [-4.74681, -0.07511, 4.04494], [-0.74326, 2.09278, 1.17803], [-0.97723, 1.22156, 2.50411]], "lowdin_charge": [0.31, -0.05, -0.46, -0.38, -0.42, -0.50, -0.10, -0.32, -0.16, 0.08, 0.06, 0.06, 0.10, 0.12, 0.04, -0.09, -0.34, -0.12, 0.05, 0.06, 0.05, 0.09, 0.09, 0.04, -0.10, -0.34, -0.20, 0.05, 0.07, 0.05, 0.11, 0.08, -0.02, -0.05, -0.41, -0.22, -0.19, -0.13, 0.08, 0.05, 0.08, 0.07, 0.13, 0.12, 0.12, 0.08, 0.08, 0.08, 0.09, 0.08], "gap_ev": 3.4, "de_lowest_kj_mol": 146.8, "total_charge": -2, "e_tot_ev": -82640.169, "homo_energy_ha": 0.02147}

{"formula": "C25H38IN4O13", "method": "wB97M-V/def2-TZVPD", "elements": ["O", "C", "O", "C", "C", "N", "N", "C", "O", "N", "C", "N", "I", "H", "H", "H", "H", "H", "H", "H", "H", "O", "C", "O", "C", "C", "C", "H", "H", "H", "H", "H", "H", "O", "C", "O", "C", "C", "C", "H", "H", "H", "H", "H", "H", "O", "C", "O", "C", "C", "C", "H", "H", "H", "H", "H", "H", "O", "C", "O", "C", "C", "C", "H", "H", "H", "H", "H", "H", "O", "C", "O", "C", "C", "C", "H", "H", "H", "H", "H", "H"], "coordinates": [[-0.40805, -0.78469, -0.59838], [-1.12331, 0.13042, -0.80746], [-1.85068, 0.21771, -1.99505], [-2.92770, -0.76123, -1.94601], [-3.80565, -0.38197, -0.70927], [-5.22980, -0.71002, -0.79200], [-6.12293, 0.30381, -0.98179], [-7.37117, -0.18307, -1.06205], [-8.50783, 0.51334, -1.24279], [-7.37342, -1.53553, -0.92631], [-6.03211, -1.80269, -0.73846], [-5.63976, -3.05889, -0.52547], [-3.79782, -3.82618, -0.14802], [-1.17771, 0.93104, -0.02731], [-2.43853, -1.75359, -1.87270], [-3.46718, -0.71788, -2.91574], [-3.72363, 0.72366, -0.59610], [-3.41646, -0.78874, 0.25033], [-5.91212, 1.29559, -1.04986], [-8.73326, 0.82763, -0.34221], [-6.39373, -3.74433, -0.54906], [-3.70990, 1.08887, 1.84756], [-3.74506, 0.40153, 2.83879], [-4.87599, 0.14527, 3.52600], [-4.56063, -0.61066, 4.71373], [-3.22796, -1.27065, 4.42075], [-2.55931, -0.25082, 3.51321], [-4.50781, 0.07830, 5.55910], [-5.34753, -1.33867, 4.90238], [-2.65630, -1.50500, 5.31711], [-3.38727, -2.20229, 3.87163], [-2.01391, 0.50584, 4.08070], [-1.90568, -0.72592, 2.78261], [2.13885, 4.36913, -3.99534], [1.95650, 3.18724, -3.97551], [2.29052, 2.34357, -4.99602], [1.83253, 1.01571, -4.69037], [1.68394, 0.98377, -3.18246], [1.29094, 2.41205, -2.86074], [0.88322, 0.84791, -5.20582], [2.55978, 0.28764, -5.04641], [0.96344, 0.24195, -2.83837], [2.64767, 0.75664, -2.72046], [0.21036, 2.55994, -2.92194], [1.66769, 2.72395, -1.88892], [3.87944, 6.59813, -10.11158], [3.85671, 5.92708, -9.12118], [2.72688, 5.66752, -8.41308], [3.05814, 4.92835, -7.22500], [4.39319, 4.27459, -7.52374], [5.05060, 5.28808, -8.44762], [3.11585, 5.62440, -6.38555], [2.28031, 4.19519, -7.02102], [4.97300, 4.05327, -6.62811], [4.23480, 3.33657, -8.06205], [5.59592, 6.05329, -7.89229], [5.69989, 4.80959, -9.17722], [0.40979, -2.74412, 4.79758], [0.93152, -2.71587, 3.71743], [1.09778, -3.81390, 2.93558], [1.84935, -3.46157, 1.76054], [1.66112, -1.96579, 1.60520], [1.53107, -1.50259, 3.04692], [2.89487, -3.73538, 1.92007], [1.46789, -4.01595, 0.90379], [2.47276, -1.48480, 1.06006], [0.73058, -1.76147, 1.07219], [2.50353, -1.29148, 3.49823], [0.87253, -0.64078, 3.13582], [4.10955, -0.38436, 5.73568], [4.16378, -1.49943, 6.17020], [4.45127, -2.59184, 5.41468], [4.32389, -3.77903, 6.21609], [4.47513, -3.30936, 7.65041], [3.88140, -1.90982, 7.59627], [3.34374, -4.22390, 6.02525], [5.09586, -4.49349, 5.93384], [3.98999, -3.96642, 8.37125], [5.53428, -3.24848, 7.91107], [2.80149, -1.91890, 7.75544], [4.36689, -1.23697, 8.29932]], "lowdin_charge": [0.11, -0.32, -0.07, -0.15, -0.13, 0.01, 0.18, -0.36, 0.14, 0.23, -0.40, -0.39, 1.03, 0.17, 0.07, 0.15, 0.13, 0.09, 0.20, 0.16, 0.09, 0.08, -0.48, 0.04, -0.14, -0.15, -0.07, 0.13, 0.13, 0.13, 0.12, 0.14, 0.12, 0.13, -0.47, 0.02, -0.15, -0.16, -0.08, 0.13, 0.13, 0.10, 0.13, 0.13, 0.13, 0.12, -0.49, 0.03, -0.17, -0.16, -0.08, 0.12, 0.11, 0.12, 0.12, 0.13, 0.13, 0.10, -0.49, 0.03, -0.15, -0.16, -0.07, 0.13, 0.12, 0.12, 0.08, 0.13, 0.12, 0.12, -0.49, 0.01, -0.16, -0.16, -0.07, 0.13, 0.13, 0.12, 0.12, 0.13, 0.13], "gap_ev": 6.6, "total_charge": 1, "e_tot_ev": -67212.682, "homo_energy_ha": -0.39948}

Repeat the fourth record exactly.
{"formula": "C3H3N3O", "method": "wB97M-V/def2-TZVPD", "elements": ["C", "C", "C", "N", "N", "N", "O", "H", "H", "H"], "coordinates": [[-1.08110, -1.29260, -0.06586], [-1.49663, 1.00225, 0.14488], [0.85222, 0.38569, 0.13920], [-1.29525, -2.40048, -0.29666], [-2.22092, 1.90377, 0.03572], [-0.65794, -0.03367, 0.22768], [1.65045, -0.10138, -0.92732], [1.37935, -0.08076, 1.15151], [0.88769, 1.50126, 0.19578], [1.98215, -0.88408, -0.60493]], "lowdin_charge": [-0.25, -0.29, -0.14, 0.18, 0.17, -0.04, 0.01, 0.18, 0.14, 0.04], "gap_ev": 10.9, "de_lowest_kj_mol": 261.8, "total_charge": 0, "smiles": "N#CN(C#N)CO", "e_tot_ev": -9674.741, "homo_energy_ha": -0.39224}